This record from the Open Molecules 2025 dataset describes a single C3H6ClNO3S molecule in a non-equilibrium geometry. The level of theory is ωB97M-V/def2-TZVPD.

Its energy above the lowest of the compared OMol25 structures with the same formula, charge and spin is 197.8 kJ/mol. The HOMO energy comes out at -9.87 eV. As for the energy: -34196.1788 eV. The frontier orbital gap is 10.4207 eV. Its SMILES is C/N=C(\Cl)OS(C)(=O)=O. As for the spin multiplicity: 1. The calculation puts the LUMO energy at 0.55 eV.

Cartesian coordinates (Å):
C 0.605 1.762 2.104
N 0.237 0.776 1.174
C 0.996 -0.065 0.632
Cl 2.701 -0.201 0.896
O 0.571 -0.930 -0.266
S -1.055 -0.504 -0.716
C -0.849 -1.478 -2.248
O -1.935 -1.060 0.230
O -1.166 0.878 -0.997
H 1.593 2.056 1.807
H -0.102 2.450 1.811
H 0.606 1.335 3.121
H -1.172 -2.476 -2.008
H -1.281 -1.310 -3.185
H 0.252 -1.234 -2.357

***

This record from the Open Molecules 2025 dataset describes a molecular structure, C36H35As2F4N2Tl in a non-equilibrium geometry. The level of theory is ωB97M-V/def2-TZVPD.

Its net charge is +2. Its energy above the lowest of the compared OMol25 structures with the same formula, charge and spin is 12.6 kJ/mol. The HOMO energy (alpha / beta) comes out at -13.78 / -13.75 eV. As for the energy: -178103.5212 eV. The frontier orbital gap (alpha / beta) is 6.5901 / 5.0718 eV. As for the spin multiplicity: 1. The calculation puts the LUMO energy (alpha / beta) at -7.19 / -8.68 eV.

Cartesian coordinates (Å):
Tl -1.566 0.747 -0.939
C -4.333 -1.011 0.097
N -3.507 -0.103 0.890
C -2.855 -0.813 1.988
C -4.272 1.041 1.366
C -4.295 2.210 0.345
N -2.963 2.683 0.199
C -2.531 3.890 0.517
C -1.114 4.054 0.615
F -0.342 2.936 0.427
C -0.521 5.260 0.909
F 0.806 5.328 1.011
C -1.288 6.407 1.095
C -2.670 6.300 1.000
F -3.418 7.380 1.162
C -3.288 5.085 0.736
F -4.616 5.064 0.626
H -5.106 -1.491 0.708
H -3.711 -1.792 -0.340
H -4.826 -0.470 -0.710
H -3.584 -1.199 2.708
H -2.173 -0.144 2.507
H -2.287 -1.657 1.591
H -3.823 1.424 2.283
H -5.312 0.766 1.573
H -5.023 2.947 0.683
H -4.625 1.806 -0.618
H -0.824 7.355 1.306
C 1.507 -1.845 -1.762
C 2.675 -1.067 -1.186
As 1.983 0.481 -0.134
C 3.352 0.721 1.243
C 4.676 0.367 1.006
C 5.638 0.646 1.962
C 5.284 1.253 3.156
C 3.962 1.589 3.401
C 2.996 1.319 2.446
C 2.397 1.937 -1.376
C 1.874 1.913 -2.664
C 2.330 2.813 -3.608
C 3.284 3.757 -3.259
C 3.771 3.812 -1.964
C 3.314 2.915 -1.012
As 0.230 -2.182 -0.289
C 0.928 -3.883 0.402
C 1.028 -4.946 -0.490
C 1.469 -6.178 -0.041
C 1.800 -6.355 1.294
C 1.707 -5.295 2.179
C 1.272 -4.056 1.734
C -1.337 -2.872 -1.235
C -2.116 -3.846 -0.608
C -3.190 -4.416 -1.268
C -3.506 -4.005 -2.556
C -2.754 -3.019 -3.176
C -1.684 -2.440 -2.513
H 1.838 -2.792 -2.196
H 1.019 -1.265 -2.552
H 3.349 -0.721 -1.974
H 3.239 -1.698 -0.493
H 4.965 -0.097 0.070
H 6.667 0.391 1.767
H 6.039 1.461 3.897
H 3.683 2.059 4.329
H 1.957 1.575 2.624
H 1.121 1.178 -2.937
H 1.947 2.780 -4.618
H 3.640 4.461 -3.995
H 4.508 4.549 -1.684
H 3.685 2.964 0.002
H 0.749 -4.815 -1.529
H 1.548 -6.997 -0.738
H 2.128 -7.322 1.640
H 1.969 -5.432 3.218
H 1.195 -3.223 2.423
H -1.852 -4.173 0.392
H -3.781 -5.175 -0.783
H -4.340 -4.453 -3.076
H -3.000 -2.699 -4.179
H -1.095 -1.680 -3.019

***

This record from the Open Molecules 2025 dataset describes a molecular structure, C26H28GeN5O7Ti. The level of theory is ωB97M-V/def2-TZVPD.

Its energy above the lowest of the compared OMol25 structures with the same formula, charge and spin is 120.8 kJ/mol. The HOMO energy (alpha / beta) comes out at -7.69 / -7.64 eV. As for the energy: -128829.5684 eV. The frontier orbital gap (alpha / beta) is 7.4953 / 6.8275 eV. As for the spin multiplicity: 2. The calculation puts the LUMO energy (alpha / beta) at -0.19 / -0.81 eV.

Cartesian coordinates (Å):
Ti 0.142 0.113 1.699
O -2.587 2.185 3.731
C -1.956 2.070 2.713
O -1.439 0.904 2.314
C -1.715 3.261 1.806
C -2.092 2.991 0.332
C -2.338 4.327 -0.373
C -0.894 4.888 -0.445
C -0.081 3.719 0.135
O -0.854 2.573 -0.239
C -0.217 3.703 1.664
C 0.757 2.751 2.344
O 1.040 2.887 3.525
O 1.229 1.765 1.609
H -2.306 4.073 2.220
H -2.843 2.221 0.179
H -3.031 4.971 0.166
H -2.739 4.142 -1.369
H -0.762 5.799 0.140
H -0.594 5.097 -1.470
H 0.934 3.613 -0.233
H -0.080 4.684 2.115
N 1.118 0.027 3.866
N 2.364 -0.612 3.725
C 2.591 -1.143 2.497
N 3.834 -1.161 2.009
N 1.636 -1.603 1.697
N 0.429 -1.964 2.321
O -0.577 -1.768 1.484
O 0.379 -2.657 3.345
H 1.230 1.032 4.057
H 0.563 -0.447 4.574
H 3.139 -0.220 4.239
H 4.595 -0.703 2.477
H 4.013 -1.761 1.218
C 1.416 1.240 -1.846
Ge 0.371 -0.162 -0.924
C -1.449 -0.116 -1.688
C -1.631 0.258 -3.018
C -2.907 0.377 -3.556
C -4.021 0.131 -2.765
C -3.853 -0.235 -1.436
C -2.576 -0.355 -0.903
C 1.378 -1.815 -1.361
C 2.735 -1.634 -1.496
C 3.623 -2.719 -1.670
C 3.142 -3.995 -1.709
C 1.753 -4.237 -1.586
C 1.238 -5.556 -1.632
C -0.100 -5.791 -1.506
C -0.990 -4.710 -1.331
C -0.523 -3.428 -1.285
C 0.860 -3.142 -1.411
H 1.867 0.848 -2.759
H 2.205 1.632 -1.204
H 0.738 2.051 -2.106
H -0.770 0.462 -3.646
H -3.029 0.663 -4.594
H -5.016 0.225 -3.183
H -4.717 -0.426 -0.811
H -2.465 -0.634 0.140
H 3.151 -0.633 -1.464
H 4.684 -2.528 -1.785
H 3.809 -4.838 -1.846
H 1.933 -6.377 -1.767
H -0.482 -6.803 -1.538
H -2.051 -4.900 -1.231
H -1.217 -2.610 -1.153